Entry 1:
{
  "formula": "C24H20N5O3Pt",
  "method": "wB97M-V/def2-TZVPD",
  "lumo_ev": -4.311,
  "gap_ev": 5.89,
  "relative_energy_ev": 1.5540,
  "homo_energy_ev": -10.20,
  "charge": 1,
  "elements": ["Pt", "O", "C", "O", "C", "C", "C", "N", "C", "C", "C", "C", "C", "C", "C", "N", "C", "C", "C", "C", "C", "N", "H", "H", "H", "H", "H", "H", "H", "H", "H", "H", "C", "C", "O", "N", "C", "C", "C", "C", "C", "C", "N", "H", "H", "H", "H", "H", "H", "H", "H", "H", "H"],
  "positions_angstrom": [[0.08480, 0.23622, -0.09517], [5.46041, 1.25763, -4.18480], [5.39381, 0.24254, -3.47882], [6.11768, -0.74634, -3.31848], [4.10283, 0.20143, -2.60770], [3.83537, -0.86687, -1.77238], [2.67804, -0.88169, -1.01217], [1.81104, 0.13275, -1.07029], [2.06329, 1.19439, -1.87523], [3.19696, 1.25813, -2.64545], [1.09737, 2.29165, -1.74277], [1.09688, 3.43353, -2.52613], [0.22886, 4.46364, -2.21529], [-0.60528, 4.34056, -1.11233], [-0.60187, 3.15963, -0.40350], [0.21363, 2.14540, -0.72604], [2.33002, -1.94161, -0.05116], [3.05858, -3.11890, 0.03199], [2.75738, -4.02084, 1.03601], [1.75623, -3.70294, 1.93686], [1.05273, -2.52678, 1.75886], [1.30155, -1.66704, 0.77161], [4.57886, -1.65250, -1.73860], [3.44977, 2.09334, -3.28692], [1.78428, 3.50757, -3.35589], [0.21503, 5.36279, -2.81594], [-1.26255, 5.14133, -0.80676], [-1.23672, 3.01533, 0.45822], [3.85329, -3.31913, -0.67029], [3.31397, -4.94362, 1.12685], [1.51190, -4.35470, 2.76319], [0.27404, -2.25077, 2.45033], [-3.68266, -3.43386, 1.98357], [-2.71954, -2.29763, 1.78201], [-2.07165, -2.15882, 0.75870], [-2.61358, -1.41166, 2.81539], [-1.81797, -0.18035, 2.75196], [-2.42188, 0.69940, 1.69153], [-3.57029, 1.43339, 1.94390], [-4.27629, 1.98506, 0.88898], [-3.82137, 1.76366, -0.40278], [-2.62940, 1.09084, -0.57622], [-1.91113, 0.60784, 0.45308], [-3.37761, -4.26535, 1.35449], [-4.67864, -3.11778, 1.66826], [-3.73648, -3.75206, 3.02382], [-3.26632, -1.50655, 3.57545], [-0.76935, -0.37567, 2.52456], [-1.88199, 0.27294, 3.73846], [-3.92942, 1.52201, 2.96046], [-5.18145, 2.54945, 1.06822], [-4.35394, 2.13611, -1.26569], [-2.20122, 0.95489, -1.56000]],
  "atomic_forces_ev_per_a": [[1.1, -0.4, 0.6], [0.0, 0.0, 0.1], [0.1, 0.0, -0.1], [0.0, 0.0, 0.0], [-0.1, 0.1, 0.0], [0.0, -0.1, 0.0], [0.0, -0.2, 0.0], [0.1, 0.5, 0.0], [0.0, 0.1, 0.0], [0.0, -0.1, -0.1], [0.0, 0.0, 0.1], [0.1, 0.0, 0.1], [0.0, 0.0, 0.0], [0.0, 0.0, 0.0], [0.2, 0.1, 0.1], [-0.6, -0.1, -0.6], [0.1, 0.0, -0.1], [0.0, 0.1, 0.1], [0.0, 0.0, 0.0], [0.0, 0.0, 0.0], [-0.2, 0.1, 0.1], [-0.8, 0.2, -0.4], [0.0, 0.0, 0.0], [0.0, 0.0, 0.0], [0.0, 0.0, 0.0], [0.0, 0.0, 0.0], [0.0, 0.0, 0.0], [0.0, 0.0, 0.0], [0.0, 0.0, 0.0], [0.0, 0.0, 0.0], [0.0, 0.0, 0.0], [-0.2, -0.1, 0.0], [-0.1, 0.0, 0.0], [0.2, 0.0, -0.3], [0.2, 0.0, 0.1], [0.2, 0.1, 0.3], [-0.4, -0.3, 0.0], [0.1, -0.1, 0.0], [-0.1, -0.1, -0.1], [0.0, 0.0, 0.0], [0.0, 0.0, 0.0], [-0.1, 0.0, 0.1], [0.1, 0.1, 0.0], [0.0, 0.0, 0.0], [0.0, 0.0, 0.0], [0.0, 0.0, 0.0], [0.1, 0.0, 0.1], [-0.1, -0.1, 0.0], [0.1, 0.1, 0.0], [0.0, 0.0, 0.0], [0.0, 0.0, 0.0], [0.0, 0.0, 0.0], [0.0, 0.0, 0.0]]
}

***

Entry 2:
{
  "formula": "C27H29NO3PbS7",
  "method": "wB97M-V/def2-TZVPD",
  "lumo_ev": 0.096,
  "gap_ev": 8.06,
  "relative_energy_ev": 0.0000,
  "homo_energy_ev": -7.97,
  "elements": ["Pb", "C", "C", "S", "C", "C", "S", "C", "C", "S", "C", "C", "S", "H", "H", "H", "H", "H", "H", "H", "H", "H", "H", "H", "H", "H", "H", "H", "H", "O", "C", "O", "C", "C", "C", "C", "C", "N", "H", "H", "H", "H", "O", "C", "C", "C", "C", "C", "S", "C", "C", "C", "C", "S", "C", "C", "C", "C", "S", "H", "H", "H", "H", "H", "H", "H", "H", "H"],
  "positions_angstrom": [[0.55259, -0.66368, -0.29305], [-0.93301, -2.13898, 3.72626], [0.44300, -2.77474, 3.67435], [1.27804, -2.78968, 2.05027], [0.71950, -4.35179, 1.29628], [-0.77624, -4.57898, 1.11595], [-1.57738, -3.49252, -0.11631], [-3.16880, -3.18609, 0.73359], [-3.92456, -2.00596, 0.14559], [-3.05130, -0.40941, 0.15191], [-3.44576, 0.32968, 1.76472], [-2.86222, -0.33293, 3.00229], [-1.03491, -0.46827, 3.00401], [-1.25980, -2.07215, 4.76583], [-1.64343, -2.74965, 3.17919], [0.36774, -3.80305, 4.03163], [1.13924, -2.23801, 4.31944], [1.11768, -5.17105, 1.89600], [1.24137, -4.33479, 0.33712], [-1.30910, -4.45456, 2.05686], [-0.92182, -5.60784, 0.78352], [-2.96238, -3.01763, 1.78602], [-3.77197, -4.09143, 0.63912], [-4.87835, -1.87709, 0.66032], [-4.13200, -2.17945, -0.91113], [-4.53202, 0.37773, 1.86210], [-3.07488, 1.34979, 1.65086], [-3.25859, -1.34133, 3.11247], [-3.14714, 0.23891, 3.88668], [4.48745, -2.50660, -0.75342], [3.49233, -1.88012, -0.43723], [2.28370, -2.11754, -0.80682], [3.68940, -0.70060, 0.52540], [4.95332, -0.44035, 1.03437], [5.10753, 0.57213, 1.96391], [3.99218, 1.29875, 2.36014], [2.77039, 0.98466, 1.79829], [2.62465, 0.00619, 0.90432], [5.77670, -1.04843, 0.68995], [6.08252, 0.79014, 2.37996], [4.06439, 2.09615, 3.08628], [1.87382, 1.52936, 2.07151], [1.08345, 0.94853, -1.74304], [0.38817, 2.01718, -2.25147], [1.25487, 2.70855, -3.30397], [0.91735, 3.25975, -4.50204], [2.02744, 3.85260, -5.16888], [3.18052, 3.72832, -4.46126], [2.93900, 2.87813, -2.99132], [-0.90671, 1.56399, -2.93296], [-1.06451, 0.43441, -3.67586], [-2.36905, 0.30681, -4.22806], [-3.17802, 1.34720, -3.89536], [-2.36427, 2.48570, -2.90242], [0.04648, 3.03217, -1.14968], [-0.30246, 2.77122, 0.14105], [-0.60480, 3.93790, 0.89522], [-0.47504, 5.07181, 0.15695], [0.02668, 4.72904, -1.44517], [-0.08666, 3.25370, -4.90242], [1.96155, 4.33969, -6.13134], [4.16690, 4.06851, -4.73441], [-0.25965, -0.27351, -3.82099], [-2.68564, -0.51914, -4.84998], [-4.20594, 1.51925, -4.17196], [-0.34689, 1.76805, 0.54493], [-0.90554, 3.92663, 1.93411], [-0.62913, 6.09474, 0.46172]],
  "atomic_forces_ev_per_a": [[0.2, 0.1, -0.4], [-0.1, 0.2, 0.0], [0.3, 0.1, -0.4], [-0.4, -0.3, 0.2], [0.0, 0.3, 0.1], [-0.1, 0.0, -0.3], [0.0, 0.2, 0.3], [0.2, -0.2, -0.2], [0.2, 0.3, 0.0], [0.0, 0.1, 0.0], [0.1, -0.2, -0.3], [0.3, 0.1, 0.1], [-0.1, -0.1, -0.1], [0.0, -0.1, 0.0], [-0.1, -0.1, 0.0], [0.1, 0.0, 0.1], [0.0, 0.0, 0.1], [0.1, 0.0, -0.1], [0.0, -0.1, 0.0], [0.0, -0.1, 0.1], [0.0, 0.0, 0.1], [0.0, 0.0, 0.1], [-0.1, 0.1, 0.1], [0.0, -0.1, 0.0], [-0.1, 0.0, 0.0], [0.0, 0.1, 0.1], [0.0, 0.0, 0.1], [0.0, 0.0, 0.0], [-0.1, 0.0, 0.0], [-0.1, 0.0, 0.1], [0.2, 0.1, -0.1], [-0.3, 0.3, 0.0], [0.0, -0.1, 0.1], [0.0, 0.0, 0.0], [-0.1, 0.0, 0.0], [0.0, 0.0, 0.0], [-0.1, 0.1, 0.0], [0.0, 0.0, -0.1], [0.0, 0.0, 0.0], [0.0, 0.0, 0.0], [0.0, 0.0, 0.0], [0.0, 0.0, 0.0], [0.3, -0.4, 0.4], [-0.1, 0.2, -0.2], [0.1, -0.1, 0.1], [0.0, 0.1, 0.0], [0.0, 0.0, 0.0], [0.1, 0.0, 0.1], [-0.1, 0.0, -0.1], [-0.1, 0.1, 0.1], [0.0, -0.1, 0.1], [0.0, -0.1, 0.0], [0.0, 0.2, 0.1], [0.1, -0.2, -0.1], [0.1, 0.1, -0.1], [0.0, 0.0, 0.0], [0.0, -0.1, 0.1], [0.1, 0.1, -0.2], [-0.1, -0.1, 0.1], [0.0, 0.0, 0.0], [0.0, 0.0, 0.0], [0.0, 0.0, 0.0], [0.0, 0.0, 0.0], [0.0, 0.0, 0.0], [0.0, -0.1, 0.0], [-0.1, 0.0, 0.1], [0.0, 0.0, 0.0], [0.0, 0.0, 0.0]]
}

***

Entry 3:
{
  "formula": "C18H50InNO9P",
  "method": "wB97M-V/def2-TZVPD",
  "lumo_ev": 2.510,
  "gap_ev": 7.37,
  "relative_energy_ev": 0.0000,
  "homo_energy_ev": -4.85,
  "charge": -1,
  "elements": ["N", "C", "O", "C", "C", "In", "P", "O", "O", "O", "H", "H", "H", "H", "H", "H", "H", "H", "H", "H", "C", "C", "C", "O", "H", "H", "H", "H", "H", "H", "H", "H", "C", "C", "C", "O", "H", "H", "H", "H", "H", "H", "H", "H", "C", "C", "C", "O", "H", "H", "H", "H", "H", "H", "H", "H", "C", "C", "C", "O", "H", "H", "H", "H", "H", "H", "H", "H", "C", "C", "C", "O", "H", "H", "H", "H", "H", "H", "H", "H"],
  "positions_angstrom": [[4.49710, -2.66130, 2.99849], [3.89494, -1.72475, 2.11467], [3.19637, -2.09738, 1.19008], [4.23067, -0.27947, 2.34952], [3.20278, 0.43694, 3.23756], [1.22641, 0.80013, 2.24377], [0.01111, -1.47226, 2.26671], [-0.13040, -2.14381, 0.94946], [-1.51448, -1.37135, 2.92655], [0.77922, -2.46768, 3.33840], [4.37729, -3.58217, 2.60222], [4.07233, -2.63539, 3.91480], [4.29760, 0.18300, 1.37288], [5.21880, -0.24494, 2.81021], [2.98415, -0.20228, 4.09727], [3.61649, 1.36567, 3.61959], [1.51792, 1.25301, 0.55957], [0.26463, 2.05225, 3.04807], [-1.89298, -2.25463, 2.87801], [0.29816, -3.29486, 3.42888], [-3.77349, 1.87318, 1.15454], [-3.26107, 1.34062, -0.17696], [-3.75733, -0.07398, -0.43847], [-1.84337, 1.36474, -0.21246], [-3.41305, 1.24503, 1.97301], [-3.40274, 2.88375, 1.32833], [-4.86597, 1.88851, 1.18382], [-3.58897, 2.00276, -0.98274], [-3.38690, -0.74762, 0.33838], [-3.37407, -0.44121, -1.38954], [-4.84814, -0.12812, -0.45357], [-1.53122, 0.78387, 0.49691], [5.10987, 4.60278, 0.93806], [6.03346, 3.42389, 1.20363], [7.39048, 3.61408, 0.53840], [5.43133, 2.21205, 0.76689], [4.91786, 4.70784, -0.13209], [4.14565, 4.45027, 1.42027], [5.54378, 5.53661, 1.30423], [6.17224, 3.30501, 2.27965], [7.27164, 3.69007, -0.54639], [8.03886, 2.76093, 0.74096], [7.88430, 4.52099, 0.89334], [5.28565, 2.27816, -0.18234], [-3.12437, -3.34372, -2.88563], [-4.61319, -3.29775, -3.19206], [-4.87818, -3.27569, -4.69100], [-5.21031, -2.16283, -2.56339], [-2.62215, -2.45745, -3.28360], [-2.95308, -3.35626, -1.80971], [-2.65733, -4.22781, -3.32286], [-5.09800, -4.16711, -2.74938], [-4.43221, -2.38504, -5.14350], [-5.95040, -3.24550, -4.88965], [-4.45734, -4.15581, -5.17990], [-4.78635, -1.37642, -2.92043], [3.67891, 7.18585, -2.24230], [2.64650, 6.07891, -2.07554], [1.33013, 6.43073, -2.75180], [2.43881, 5.79204, -0.69848], [3.32206, 8.10961, -1.77769], [4.61507, 6.91160, -1.75493], [3.87957, 7.38758, -3.29608], [3.03483, 5.15393, -2.50439], [0.90286, 7.33196, -2.30236], [0.61065, 5.62298, -2.62247], [1.46678, 6.61143, -3.81960], [2.08806, 6.58323, -0.27836], [-5.23411, -7.68130, 0.66426], [-4.47586, -6.62436, -0.12518], [-3.73948, -5.65700, 0.78882], [-5.36345, -5.91613, -0.98978], [-5.98764, -7.20987, 1.30130], [-5.75097, -8.36585, -0.00914], [-4.56126, -8.25838, 1.30013], [-3.75949, -7.11216, -0.78752], [-4.44946, -5.12537, 1.42878], [-3.19921, -4.91147, 0.20639], [-3.02670, -6.18022, 1.42762], [-6.01061, -5.45934, -0.44317]],
  "atomic_forces_ev_per_a": [[0.0, 0.0, -0.3], [-0.6, -0.2, -0.5], [0.7, 0.1, 0.3], [0.1, 0.0, 0.3], [-0.7, -0.5, -0.2], [0.6, 0.6, -0.1], [0.0, 0.1, -0.4], [-0.2, -0.3, -0.1], [0.4, 0.2, 0.4], [-0.1, 0.4, 0.2], [-0.3, -0.2, 0.1], [0.1, 0.2, 0.2], [0.0, 0.1, -0.1], [0.2, 0.0, 0.0], [0.1, 0.1, 0.2], [0.0, 0.2, 0.0], [-0.1, -0.2, 0.2], [0.0, -0.2, 0.1], [-0.3, -0.2, -0.2], [0.0, -0.3, -0.1], [0.0, 0.1, 0.0], [0.0, -0.3, 0.3], [-0.1, 0.0, 0.0], [-0.1, 0.1, 0.0], [0.0, -0.1, 0.0], [0.0, 0.0, 0.0], [0.0, 0.0, 0.0], [0.0, 0.0, 0.0], [0.0, 0.0, 0.0], [0.0, 0.0, 0.0], [0.0, 0.0, 0.0], [0.2, 0.1, -0.2], [0.0, 0.0, 0.1], [0.0, 0.2, -0.3], [0.1, -0.1, 0.1], [0.2, 0.0, 0.1], [0.0, 0.0, 0.0], [0.0, 0.0, 0.0], [0.0, 0.0, 0.0], [0.0, -0.1, 0.0], [0.0, 0.1, 0.0], [0.0, 0.0, 0.0], [0.0, 0.0, 0.0], [-0.1, 0.0, 0.0], [0.0, 0.0, 0.1], [0.2, 0.1, -0.1], [-0.1, 0.0, 0.0], [-0.2, -0.2, 0.0], [0.0, 0.0, -0.1], [0.0, 0.0, 0.0], [0.0, 0.0, 0.0], [0.0, 0.0, 0.1], [0.1, 0.0, 0.0], [0.0, 0.0, 0.0], [0.0, 0.0, 0.0], [0.1, 0.1, 0.1], [0.1, -0.1, 0.0], [-0.1, 0.3, 0.0], [-0.1, -0.1, 0.0], [0.1, -0.1, -0.1], [0.0, 0.0, 0.0], [0.0, 0.0, 0.0], [0.0, 0.0, 0.0], [0.0, -0.1, 0.0], [0.0, 0.0, 0.0], [0.0, 0.0, 0.0], [0.0, 0.0, 0.0], [-0.1, 0.0, 0.0], [0.0, -0.1, -0.1], [-0.1, 0.1, 0.3], [0.0, 0.1, -0.1], [0.0, -0.2, -0.2], [0.0, 0.0, 0.0], [0.0, 0.0, 0.0], [0.0, 0.0, 0.0], [0.0, 0.0, -0.1], [0.0, 0.0, 0.0], [0.0, 0.0, 0.0], [0.0, 0.0, 0.0], [0.0, 0.1, 0.0]]
}

***

Entry 4:
{
  "formula": "C9H20BrINO6P2S2",
  "method": "wB97M-V/def2-TZVPD",
  "lumo_ev": 2.500,
  "gap_ev": 6.98,
  "homo_energy_ev": -4.48,
  "charge": -1,
  "elements": ["C", "C", "P", "C", "C", "N", "I", "C", "S", "C", "O", "O", "P", "O", "Br", "H", "H", "H", "H", "H", "H", "H", "H", "H", "H", "H", "H", "O", "S", "O", "O", "C", "C", "C", "H", "H", "H", "H", "H", "H", "H", "H"],
  "positions_angstrom": [[3.83804, 1.91916, -1.17093], [2.57459, 2.19003, -2.16977], [1.16285, 2.87309, -1.12752], [0.70748, 4.65620, -1.50202], [1.73287, 5.59236, -0.64248], [-0.18976, 1.78918, -0.88872], [0.53094, 0.02709, -0.10917], [-1.11328, 1.61271, -2.04786], [-0.56111, 2.27681, -3.67885], [-1.48302, 0.03337, -2.29857], [-0.81333, -0.56197, -3.22500], [-2.47009, -0.62998, -1.61501], [-2.78321, 2.45784, -1.57541], [-4.07010, 1.72181, -2.42825], [-2.93787, 2.04070, 0.68057], [3.42639, 2.03512, -0.09734], [4.62059, 2.74024, -1.29834], [4.24493, 0.85641, -1.24279], [2.92189, 2.86449, -3.02347], [2.34023, 1.15739, -2.63833], [-0.38309, 4.93941, -1.32800], [0.94820, 4.90509, -2.60716], [2.77471, 5.09779, -0.57769], [1.86253, 6.58438, -1.19079], [1.33334, 5.71534, 0.41760], [0.53949, 1.55037, -4.15336], [-4.84921, 2.31906, -2.33328], [0.28404, -2.85706, 2.74343], [-1.00867, -3.41806, 3.04122], [-1.49513, -3.53434, 4.39262], [-1.13462, -4.86254, 2.31746], [-0.13053, -5.84038, 2.57450], [-0.31788, -6.49149, 3.93252], [-2.23121, -2.57714, 2.07531], [0.86791, -5.40351, 2.47942], [-0.22485, -6.60184, 1.79661], [-0.13961, -5.77659, 4.73889], [0.37745, -7.32455, 4.06028], [-1.34044, -6.85947, 4.04720], [-1.89264, -2.52646, 1.03992], [-2.34493, -1.57198, 2.48188], [-3.17390, -3.11809, 2.15070]],
  "atomic_forces_ev_per_a": [[-1.0, 0.6, 0.8], [1.2, -1.2, -1.0], [1.0, 0.3, 2.8], [0.8, 1.2, -1.6], [-0.2, -0.7, -0.3], [-0.1, 0.7, -2.4], [0.2, 0.1, 0.5], [-1.1, -3.3, 0.0], [0.2, 0.6, -0.1], [-2.0, -5.1, -0.8], [-1.2, 2.3, 2.5], [4.0, 4.1, -1.9], [-0.7, 1.2, -0.8], [1.0, 0.5, 1.2], [-0.1, -0.4, -0.7], [0.7, -0.2, -1.6], [-0.8, -1.3, 0.0], [-0.3, 1.6, -0.2], [-0.7, -0.7, 1.0], [-0.1, 1.8, 0.7], [1.5, -0.6, -0.1], [-0.6, -0.5, 1.5], [-1.7, 0.7, -0.1], [-0.3, -1.1, 0.9], [0.6, 0.0, -1.4], [-1.3, 0.0, 1.1], [1.0, -0.5, -0.1], [-0.3, -0.5, 0.6], [-0.7, 0.2, -0.7], [0.6, 0.0, -0.3], [-0.1, 0.7, 0.1], [0.5, -0.6, 0.3], [0.0, 0.1, 0.3], [0.1, -0.2, -0.1], [-0.1, 0.1, 0.0], [-0.2, 0.3, -0.1], [0.0, -0.1, -0.1], [0.0, 0.0, -0.1], [0.1, 0.0, -0.1], [0.0, 0.1, 0.1], [0.1, -0.1, 0.0], [0.1, 0.0, 0.0]]
}

***

Number 1: electronic energy -42047.230 eV. Number 2: electronic energy -117197.588 eV. Number 3: electronic energy -53859.465 eV. Number 4: electronic energy -141822.217 eV.